{"formula": "C4H14N2", "method": "the ωB97M-V functional and the def2-TZVPD basis", "s2": 0.7546, "energy_ha": -269.94453, "homo_ha": [-0.3945, -0.3945], "de_lowest_kcal_mol": 21.4, "max_force_ev_per_a": 2.6, "charge": 1, "spin_multiplicity": 2, "species": ["N", "N", "C", "C", "C", "C", "H", "H", "H", "H", "H", "H", "H", "H", "H", "H", "H", "H", "H", "H"], "coordinates": [[0.961378, -6.587539, -1.591696], [-0.985763, 4.890843, 0.895824], [0.780284, -5.153283, -1.502549], [-1.486562, 6.145392, 1.374782], [0.232862, 4.704469, 0.115532], [0.395545, -4.652902, -0.086448], [0.900816, -5.239186, 0.686153], [-1.332039, 6.280445, 2.459689], [-0.620697, -4.999543, 0.202236], [-2.589022, 6.199668, 1.355919], [0.319327, 3.789345, -0.461761], [1.590267, -4.486177, -1.816187], [-0.129333, -4.870080, -2.076905], [-1.366421, 4.036572, 1.300282], [1.892636, -6.866804, -1.282656], [1.106073, 4.825250, 0.806773], [0.432973, -7.006578, -0.828641], [-1.037661, 6.882783, 0.718484], [0.534012, -3.580044, 0.062111], [0.401322, 5.687361, -0.330935]], "atomic_forces_ev_per_a": [[0.75, -0.46, 0.56], [0.64, -1.34, 0.38], [-1.75, 1.56, 0.94], [-0.25, -0.03, -0.41], [0.11, 2.21, 1.43], [-0.47, -1.44, 0.71], [0.94, 0.46, -0.02], [0.67, -0.07, -0.26], [0.03, 0.78, -0.66], [0.24, -0.32, -0.54], [-0.34, 0.18, -0.04], [0.23, -0.86, -0.44], [0.79, -0.24, -0.32], [-0.27, 0.05, -0.08], [0.19, 0.37, -0.47], [-0.46, -0.81, 0.22], [-0.54, 0.01, -0.35], [-0.12, 0.56, 0.50], [-0.16, -0.17, 0.05], [-0.22, -0.43, -1.21]]}

{"formula": "C4H14N2O", "method": "the ωB97M-V functional and the def2-TZVPD basis", "energy_ha": -345.48488, "homo_ha": -0.3121, "de_lowest_kcal_mol": 57.3, "smiles": "CNCCNC.O", "max_force_ev_per_a": 3.6, "charge": 0, "species": ["O", "N", "N", "C", "C", "C", "C", "H", "H", "H", "H", "H", "H", "H", "H", "H", "H", "H", "H", "H", "H"], "coordinates": [[1.160741, 5.650917, -1.426065], [0.837542, -1.612156, -0.408983], [-1.419453, -0.140724, 0.102321], [0.638442, -1.077054, 0.942076], [1.255497, -2.979663, -0.393778], [-0.129364, 0.267437, 0.682256], [-2.478173, -0.976853, 0.715733], [0.599508, 0.883124, 0.153872], [1.673187, -0.883143, 1.261134], [2.299617, -3.046384, -0.033966], [-0.305467, 0.752928, 1.656537], [0.808151, -3.715208, 0.297866], [-3.327429, -0.570287, 0.161839], [-0.071802, -1.544809, -0.864123], [1.093413, 4.725519, -1.652790], [-2.709831, -0.594448, 1.708575], [1.253424, -3.454093, -1.390422], [-2.272397, -2.045771, 0.726445], [1.637302, 6.152673, -2.082200], [-1.845494, 0.689691, -0.276065], [0.039919, -1.657450, 1.677160]], "atomic_forces_ev_per_a": [[-0.45, 0.37, 0.93], [-1.35, -0.67, 0.50], [0.71, 1.08, -1.67], [0.29, 1.61, -0.99], [1.76, -1.53, 0.01], [-0.02, -2.35, 2.70], [0.82, 2.46, 0.31], [-0.99, 0.14, -0.93], [-0.50, -0.01, 0.77], [-0.05, 0.28, -0.38], [0.18, 0.07, 0.00], [-0.87, 0.48, -0.04], [-0.33, -1.34, -0.22], [0.17, 0.06, -0.10], [0.27, -0.06, -0.48], [0.17, -0.48, 0.71], [-0.10, 0.44, 0.27], [-0.25, 0.12, -0.32], [0.19, -0.31, -0.45], [-0.18, -0.11, -0.15], [0.53, -0.25, -0.46]]}

{"formula": "C4H14N2O", "method": "the ωB97M-V functional and the def2-TZVPD basis", "energy_ha": -345.47022, "homo_ha": -0.3146, "de_lowest_kcal_mol": 66.5, "smiles": "CN[C@@H](C)CN.O", "max_force_ev_per_a": 3.8, "charge": 0, "species": ["O", "N", "N", "C", "C", "C", "C", "H", "H", "H", "H", "H", "H", "H", "H", "H", "H", "H", "H", "H", "H"], "coordinates": [[-1.007390, -3.150449, 0.898362], [0.111969, 1.345840, -1.015957], [-0.478734, 1.633529, 1.499785], [0.319469, -1.071610, -1.020879], [-0.185948, 0.199364, 1.131331], [-0.361841, 0.058487, -0.418771], [1.619996, 1.479369, -1.237061], [0.076771, 2.153268, 0.926300], [-0.666546, -3.409021, 1.762425], [-1.353279, 1.971578, 1.139702], [-0.232029, -1.981127, -0.784450], [1.833808, 2.174852, -2.119072], [-1.549736, 0.015275, -0.470189], [0.526731, -0.990135, -2.123397], [0.758978, -0.057405, 1.658246], [-1.459401, -2.283890, 1.005342], [1.307102, -1.202160, -0.652397], [-0.880000, -0.470667, 1.586447], [2.019537, 2.173468, -0.370921], [-0.417296, 1.676939, -1.813748], [2.311787, 0.583364, -1.045702]], "atomic_forces_ev_per_a": [[-0.51, 0.56, 0.09], [1.39, -0.41, -0.59], [-1.24, -2.62, 2.43], [0.07, -2.14, -1.88], [-0.06, 1.92, 0.02], [-1.39, 2.73, 0.73], [0.27, 2.22, 2.17], [2.47, 1.64, -1.65], [-0.16, 0.22, -0.04], [-0.98, -0.59, 0.08], [0.33, -0.17, -0.39], [-0.22, -1.71, 0.77], [2.38, 0.20, -0.61], [-0.86, 0.02, 0.82], [-0.07, 0.17, -1.10], [0.51, -1.03, 0.17], [0.85, -0.15, 0.81], [-0.80, -0.22, 0.59], [-0.76, -1.10, -1.25], [0.23, -0.51, 0.04], [-1.43, 0.98, -1.21]]}

{"formula": "C4H14N2O", "method": "the ωB97M-V functional and the def2-TZVPD basis", "energy_ha": -345.42641, "homo_ha": -0.2942, "de_lowest_kcal_mol": 94.0, "smiles": "CN(C)CCN.O", "max_force_ev_per_a": 6.6, "charge": 0, "species": ["O", "N", "N", "C", "C", "C", "C", "H", "H", "H", "H", "H", "H", "H", "H", "H", "H", "H", "H", "H", "H"], "coordinates": [[0.946478, 0.185858, -1.873174], [-1.362701, -1.668334, -0.629142], [0.496929, 0.412660, 0.486849], [1.233083, -0.807367, 1.150186], [-1.705341, -0.255765, -0.503574], [-0.917353, 0.345864, 0.680008], [1.020869, 1.588244, 0.965652], [-2.787266, -0.092261, -0.128413], [2.313107, -0.524054, 1.229223], [0.973926, -1.153938, 2.237558], [1.259006, 1.043837, -1.402753], [-2.067007, -2.137028, -1.186342], [-0.344303, -1.532050, -1.111499], [0.242299, 0.488460, -2.428505], [1.330807, 1.544465, 2.109901], [-1.002685, -0.145748, 1.674384], [0.489998, 2.575159, 0.828721], [-1.584352, 0.327484, -1.529009], [-1.180372, 1.447381, 0.857195], [2.152528, 1.821643, 0.624604], [0.905343, -1.586353, 0.452752]], "atomic_forces_ev_per_a": [[1.83, 1.83, -0.01], [2.95, 1.39, -1.00], [1.16, -2.58, 2.12], [-0.71, 1.29, -0.26], [-1.78, 1.21, 0.70], [-0.23, 1.87, 0.36], [4.87, 3.40, 2.96], [1.31, -0.58, -1.02], [-0.82, -0.69, -0.74], [-0.33, 1.18, -1.69], [-0.90, -2.53, -1.10], [0.62, -0.13, -0.48], [-3.27, -1.36, 0.91], [-0.56, 0.30, -0.74], [-1.16, 0.23, -1.37], [-1.20, -0.18, -0.73], [0.11, -1.39, -0.18], [-0.24, -0.74, 2.25], [-0.52, -1.58, -0.43], [-2.23, -0.62, -0.11], [1.08, -0.34, 0.55]]}